No. 1
Computed, not measured: C40H33CrF5N7O3 as an isolated structure, with ωB97M-V/def2-TZVPD.

Structure (XYZ):
```
89
Properties=species:S:1:pos:R:3:forces:R:3
Cr -0.768318 -0.317084 -0.416844 -0.079 -0.084 -0.080
C 0.975506 -2.698947 2.654713 0.011 -0.007 0.003
C 0.027216 -3.299498 1.624216 -0.019 0.008 -0.014
C 0.593026 -3.215485 0.203739 0.002 -0.001 0.016
N -0.081410 -2.306012 -0.726086 -0.047 0.179 0.032
C -0.025076 -2.698566 -1.994917 0.063 -0.024 -0.030
C 0.852672 -3.689459 -2.486697 -0.026 0.019 0.029
C 0.842717 -4.397011 -3.685325 -0.029 -0.005 -0.041
C -0.068492 -4.385611 -4.719402 0.041 -0.024 0.012
C -1.159011 -3.521794 -4.820817 -0.003 0.022 0.006
C -1.490241 -2.432802 -4.053121 -0.025 -0.008 -0.008
C -0.849517 -1.883277 -2.902407 0.019 0.042 -0.006
N -1.035628 -0.674602 -2.448732 -0.006 -0.016 0.002
C -1.892569 0.245052 -3.175720 -0.014 -0.007 -0.019
C -3.325077 0.226700 -2.601114 0.008 0.009 0.024
C -3.570466 -0.872450 -1.567732 0.021 0.016 -0.012
N -2.752431 -0.666070 -0.378724 0.137 0.043 0.084
C -3.285990 -0.617001 0.810212 -0.104 -0.027 -0.036
C -4.620240 -1.056830 1.094553 0.085 -0.001 -0.042
C -5.452660 -0.778184 2.140999 0.013 0.039 0.054
C -5.222001 0.016496 3.272615 -0.053 -0.022 -0.025
C -4.004177 0.512246 3.652993 0.051 0.001 -0.013
C -2.738529 0.328932 3.080530 -0.033 0.009 0.044
C -2.338437 -0.238968 1.873050 0.071 0.006 -0.012
N -1.040251 -0.423425 1.544482 -0.118 -0.023 0.115
C -0.136488 -0.443798 2.696205 0.017 0.015 -0.025
C 1.158460 -1.201934 2.452859 -0.034 -0.014 -0.021
H 1.943585 -3.205798 2.581971 -0.001 -0.005 0.005
H 0.600737 -2.887386 3.665263 0.005 0.012 0.002
H -0.947010 -2.812675 1.659530 -0.005 -0.012 0.009
H -0.138857 -4.351272 1.866635 0.000 0.000 -0.003
H 0.536091 -4.218371 -0.224397 0.010 0.007 0.004
H 1.665214 -2.969947 0.253037 0.005 -0.006 0.000
H 1.662856 -3.956102 -1.822382 -0.002 0.001 -0.006
H 1.657859 -5.106371 -3.789520 0.006 0.003 0.007
H 0.066280 -5.108892 -5.512910 0.004 0.001 -0.002
H -1.825802 -3.705224 -5.657419 -0.003 0.006 0.001
H -2.373846 -1.898171 -4.375330 -0.006 0.003 0.000
H -1.891014 0.008128 -4.240319 -0.002 -0.001 0.002
H -1.473320 1.240835 -3.071984 -0.001 -0.023 -0.018
H -4.052871 0.101505 -3.406484 -0.005 -0.002 0.004
H -3.536164 1.182763 -2.119826 -0.002 0.000 -0.011
H -3.362614 -1.861341 -1.987596 0.008 0.001 -0.005
H -4.630005 -0.840833 -1.318672 0.001 -0.016 -0.015
H -5.034058 -1.710398 0.338863 -0.028 0.001 0.015
H -6.441123 -1.220252 2.071237 -0.001 -0.003 -0.014
H -6.068168 0.214374 3.917832 -0.001 -0.002 0.002
H -3.996860 1.095074 4.568175 0.003 -0.003 0.003
H -1.935454 0.754938 3.665930 0.005 0.002 -0.004
H -0.653387 -0.930761 3.532930 0.013 0.002 0.006
H 0.085059 0.570994 3.026887 -0.005 0.000 0.008
H 1.926308 -0.822375 3.132597 -0.002 0.001 0.009
H 1.507731 -1.010708 1.438037 0.023 0.001 0.010
O 5.611631 2.255448 3.845280 0.012 0.043 -0.012
N 5.817636 2.227576 2.647435 0.024 -0.121 -0.005
O 6.886560 2.453148 2.120145 -0.013 0.039 0.019
C 4.699515 1.831682 1.774080 -0.038 -0.020 -0.061
C 5.014503 1.123992 0.677901 -0.025 0.032 0.020
C 3.986535 0.622785 -0.179188 0.052 -0.033 0.014
C 4.330987 -0.103270 -1.330218 -0.014 0.002 -0.020
C 3.330818 -0.552550 -2.140919 0.013 0.010 0.028
C 2.009080 -0.331882 -1.740450 -0.025 0.018 0.033
N 1.640995 0.287430 -0.629378 0.083 -0.030 -0.102
C 2.631249 0.835032 0.123758 0.009 -0.028 0.020
C 2.314241 1.700728 1.254850 0.014 0.054 -0.019
N 1.034379 2.059117 1.421265 -0.006 0.003 -0.030
C 0.730138 2.896161 2.387506 -0.024 0.026 -0.003
C 1.673214 3.436469 3.266807 0.002 -0.026 -0.042
C 2.986596 3.078810 3.119410 -0.042 0.032 0.009
C 3.343464 2.192179 2.087496 0.048 0.026 0.083
H 6.050478 0.916626 0.447828 0.001 -0.001 0.003
H 5.375282 -0.270436 -1.563359 0.002 -0.004 0.000
H 3.526060 -1.083715 -3.061301 -0.009 -0.003 -0.005
H 1.207699 -0.673283 -2.373324 -0.012 -0.003 -0.019
H -0.318088 3.160608 2.483169 -0.022 -0.009 -0.016
H 1.363581 4.128980 4.036805 0.008 0.001 0.008
H 3.741229 3.478542 3.778429 -0.008 -0.010 -0.010
F 0.966409 6.548864 -1.083423 0.001 -0.008 -0.001
C 0.460906 5.310673 -1.033000 0.024 0.011 -0.019
C -0.566885 5.005981 -0.157065 -0.016 0.012 0.029
F -1.040987 5.951174 0.663185 0.004 -0.017 -0.018
C -1.084964 3.728689 -0.110224 0.038 0.008 0.053
F -2.055220 3.457831 0.776512 0.010 -0.006 0.027
C -0.588420 2.685619 -0.899891 0.051 -0.037 -0.066
O -1.095205 1.487013 -0.808861 -0.055 -0.099 0.004
C 0.410613 3.041800 -1.814004 -0.023 0.002 0.019
F 0.875596 2.128525 -2.686077 0.005 0.005 0.017
C 0.939797 4.319181 -1.868749 -0.024 0.024 0.007
F 1.906781 4.602087 -2.748016 -0.008 -0.009 0.006
```
Forces are in eV/Å.

For the energy relative to the best compared isomer or geometry (same formula, charge and spin), the calculation gives 10.7 kcal/mol. For the HOMO energy (spin up / spin down), the calculation gives -7.12 / -7.16 eV. As for the HOMO-LUMO gap (spin up / spin down): 6.164 / 6.199 eV. The spin multiplicity is 2.

Results of the Löwdin charge analysis, in e, for atoms 1 through 5: 0.8544 -0.2043 -0.1730 -0.2118 -0.0197

***

No. 2
Computed, not measured: C3H3LiO3Ru as an isolated structure in a non-equilibrium geometry, with ωB97M-V/def2-TZVPD.

Structure (XYZ):
```
11
Properties=species:S:1:pos:R:3:forces:R:3
H -1.782718 -2.273166 0.109020 0.460 -0.539 0.136
C -1.260148 1.058819 0.077291 -0.853 0.148 -0.863
C -0.085630 0.253061 0.077808 0.018 -0.417 -0.776
O 1.059059 0.861514 0.420947 1.892 0.378 0.304
C 2.270715 0.251953 0.236341 -3.364 0.566 0.039
O 2.298275 -0.876870 -0.271517 -0.737 -0.857 -0.377
O -2.392102 0.562230 -0.085079 1.017 -0.133 0.231
H -1.116880 2.151650 0.024697 -0.176 -0.198 0.609
H -0.025630 -0.678291 -0.489807 -0.053 0.020 0.563
Ru 4.185669 -0.152677 0.108154 2.613 0.334 0.244
Li -3.150606 -1.158222 -0.207855 -0.816 0.699 -0.109
```
Forces are in eV/Å.

For the energy relative to the best compared isomer or geometry (same formula, charge and spin), the calculation gives 31.2 kcal/mol. For the HOMO energy (spin up / spin down), the calculation gives -17.14 / -18.67 eV. Its net charge is +2. As for the HOMO-LUMO gap (spin up / spin down): 8.162 / 8.343 eV. The spin multiplicity is 7.

Results of the Löwdin charge analysis, in e, for atoms 1 through 5: 0.1642 -0.1570 -0.0182 0.0438 -0.4071